# 1
The following is a quantum chemistry calculation of a molecular structure, C25H37F3N3O6PSiV in a non-equilibrium geometry, from the OMol25 dataset.

Geometry as XYZ:
```
77
Properties=species:S:1:pos:R:3:mulliken_spin:R:1
V 0.11 0.19 0.56 2.60
C -2.76 -2.00 1.00 0.00
Si -0.94 -1.89 1.56 -0.09
C -0.21 -3.58 1.08 -0.01
C -1.06 -2.01 3.46 0.00
H -3.15 -3.01 1.12 0.00
H -2.87 -1.71 -0.05 0.00
H -3.40 -1.34 1.60 0.00
H -0.80 -4.37 1.56 0.00
H 0.82 -3.70 1.41 0.00
H -0.26 -3.75 0.00 0.00
H -1.59 -2.93 3.75 0.00
H -1.63 -1.17 3.89 0.00
H -0.08 -2.04 3.95 0.00
O 0.00 1.74 -1.61 0.03
C -0.95 1.08 -1.18 0.05
O -0.92 -0.21 -0.96 -0.01
C -2.20 1.77 -0.69 0.05
C -2.87 2.74 -1.43 0.01
C -3.95 3.37 -0.85 0.00
C -4.36 3.12 0.44 0.00
C -3.66 2.18 1.16 0.03
C -2.60 1.48 0.60 0.04
N -4.03 1.92 2.57 0.00
O -3.30 1.21 3.22 0.00
O -5.03 2.46 2.98 0.00
N -4.70 4.38 -1.64 0.00
O -5.66 4.90 -1.12 0.00
O -4.30 4.61 -2.76 0.00
H -2.56 3.00 -2.43 0.00
H -5.20 3.64 0.88 0.00
H -2.09 0.71 1.20 -0.10
F 0.96 5.04 5.31 0.00
C -0.16 4.88 4.58 0.00
F -0.36 6.03 3.91 0.00
F -1.18 4.72 5.44 0.00
C -0.03 3.71 3.65 0.05
C 0.18 3.89 2.29 -0.04
C 0.34 2.77 1.50 0.17
N 0.31 1.50 1.97 -0.18
C 0.10 1.36 3.31 0.24
C -0.07 2.42 4.16 -0.03
H 0.22 4.88 1.86 0.00
H 0.50 2.89 0.43 -0.01
H 0.05 0.34 3.66 -0.01
H -0.25 2.24 5.21 0.00
C 3.47 2.06 0.15 0.04
C 3.77 0.58 -0.12 -0.02
C 5.19 0.23 0.34 0.00
P 2.40 -0.52 0.49 0.06
C 2.48 -1.93 -0.73 0.03
C 1.99 -1.44 -2.11 0.03
C 3.82 -2.65 -0.94 0.00
C 2.77 -1.16 2.20 0.10
C 3.70 -2.36 2.39 0.01
C 3.20 -0.01 3.13 0.02
H 4.27 2.68 -0.25 0.00
H 3.38 2.27 1.21 0.00
H 2.54 2.35 -0.35 -0.01
H 3.72 0.43 -1.20 0.01
H 5.38 0.58 1.35 0.00
H 5.92 0.72 -0.32 0.00
H 5.39 -0.84 0.31 0.00
H 1.75 -2.64 -0.35 -0.02
H 2.79 -0.91 -2.64 0.00
H 1.13 -0.79 -2.05 0.00
H 1.71 -2.30 -2.72 0.00
H 4.55 -1.98 -1.40 0.00
H 3.66 -3.47 -1.64 0.00
H 4.25 -3.06 -0.04 0.00
H 1.77 -1.48 2.51 -0.06
H 4.71 -2.16 2.03 0.00
H 3.31 -3.25 1.90 0.00
H 3.76 -2.58 3.46 0.00
H 4.26 0.20 3.03 0.00
H 3.01 -0.28 4.17 0.00
H 2.66 0.92 2.93 0.00
```

Properties
LUMO (alpha / beta)   -0.042 / -0.043 hartree
Spin multiplicity   4
⟨S²⟩   3.791
HOMO-LUMO gap (alpha / beta)   6.01 / 6.11 eV
Energy relative to the best compared isomer or geometry (same formula, charge and spin)   58.4 kJ/mol
Charge   0

=====

# 2
The following is a quantum chemistry calculation of C12H14N4O2S in the gas phase in a non-equilibrium geometry, from the OMol25 dataset.

Geometry as XYZ:
```
33
Properties=species:S:1:pos:R:3:mulliken_charge:R:1
C 0.77 -1.37 -2.32 -1.42
C 0.91 -0.39 -1.13 0.18
C 2.10 0.10 -0.83 0.60
C 3.51 -0.52 -1.19 -0.86
C 4.03 0.10 -2.51 -0.48
O 4.41 -0.96 -3.34 -0.51
S 1.96 1.44 0.39 -0.37
C 0.22 1.55 0.27 0.11
N -0.27 1.22 1.58 -0.15
C -1.52 0.84 1.70 0.25
N -2.15 1.02 2.82 -0.72
C -3.28 0.27 2.96 0.62
C -4.06 0.05 4.19 -1.26
N -3.98 -0.27 1.93 -0.54
C -3.36 -0.31 0.78 -0.48
C -2.14 0.32 0.61 0.53
C -1.44 0.05 -0.58 0.37
O -1.97 -0.56 -1.52 -0.72
N -0.12 0.39 -0.67 0.06
H 0.03 -1.06 -3.10 0.31
H 0.33 -2.33 -1.89 0.29
H 1.70 -1.57 -2.87 0.36
H 4.25 -0.21 -0.44 0.38
H 3.34 -1.68 -1.22 0.32
H 3.27 0.58 -3.10 0.32
H 4.75 0.93 -2.44 0.44
H 5.08 -0.62 -3.90 0.29
H -0.16 2.50 -0.06 0.34
H 0.21 1.60 2.39 0.29
H -3.77 0.66 5.03 0.35
H -3.76 -1.00 4.52 0.23
H -5.03 0.12 3.94 0.42
H -3.87 -0.91 0.02 0.47
```

Properties
SMILES   CC1=C(CCO)S[C@@H]2Nc3nc(C)ncc3C(=O)N12
LUMO   0.006 hartree
HOMO-LUMO gap   8.02 eV
Energy relative to the best compared isomer or geometry (same formula, charge and spin)   260.8 kJ/mol
Charge   0